No. 1
C4H12NOS | the ωB97M-V functional and the def2-TZVPD basis

Structure (XYZ):
```
19
Properties=species:S:1:pos:R:3:forces:R:3
C 2.046 -0.138 0.426 1.2 -3.4 1.6
C -1.259 1.490 -0.758 0.2 -1.1 -0.3
C 0.760 -0.942 0.370 -1.4 0.9 0.0
C -1.561 0.403 0.300 2.8 1.1 1.8
N 0.568 -1.701 -0.970 -0.8 2.9 -0.2
O -1.571 0.729 1.676 0.1 -0.4 -2.5
S -2.571 -0.832 -0.274 -0.6 -0.3 -0.4
H 2.955 -0.876 0.324 -1.3 1.3 0.2
H 2.198 0.596 -0.284 -0.1 1.6 -1.8
H 2.190 0.324 1.416 -0.3 -0.3 -0.3
H -0.177 1.842 -0.724 -1.5 -0.6 -0.3
H -1.919 2.324 -0.595 -0.2 0.6 0.5
H -1.638 1.109 -1.769 1.2 0.4 1.2
H 0.624 -1.650 1.240 0.0 0.6 -1.3
H 0.797 -1.048 -1.826 -0.4 -1.8 2.1
H -0.432 -2.013 -1.058 0.8 0.4 0.1
H 1.157 -2.489 -0.917 1.0 -1.4 -0.7
H -0.810 1.320 1.858 -0.5 -0.3 -0.2
H -2.534 -1.624 0.787 -0.1 -0.2 0.6
```
Positions in Å, forces in eV/Å.

Summary:
E_tot, eV: -18705.335
ΔE to the lowest compared entry with this formula, charge and spin, kJ/mol: 360.0
Frontier orbital gap (spin up / spin down), eV: 8.2 / 7.0
Highest occupied orbital energy (spin up / spin down), eV: -12.06 / -11.25
Maximum force, eV Å⁻¹: 3.97
Total charge: +1

Atom charges from the Mulliken analysis, given in e for atoms 1 to 6: C -1.24; C -1.19; C -0.25; C 0.75; N -0.25; O -0.48

No. 2
C4H12NP | the ωB97M-V functional and the def2-TZVPD basis

Structure (XYZ):
```
18
Properties=species:S:1:pos:R:3:forces:R:3
C 2.321 -0.131 0.009 -1.1 0.4 -3.1
C -0.357 -1.904 0.060 -0.1 -0.3 -2.2
C -2.009 1.512 -0.413 -1.1 1.5 0.1
C 1.301 0.934 0.188 -0.3 -0.8 3.4
N -0.892 -0.678 -0.559 1.4 -1.9 -0.5
P -2.190 -0.152 0.236 -1.2 0.2 0.7
H 1.990 -1.131 0.157 -0.7 -0.8 0.3
H 2.531 -0.073 -1.096 0.1 -0.4 0.9
H 3.261 -0.137 0.451 1.7 0.8 1.4
H 0.452 -2.304 -0.633 -1.0 0.2 1.0
H 0.099 -1.589 1.006 -0.3 -0.9 0.3
H -1.231 -2.650 0.059 1.5 0.7 0.7
H -1.726 1.528 -1.452 0.3 -0.6 -0.3
H -1.150 1.712 0.192 0.5 1.4 0.0
H -2.816 2.272 -0.360 0.4 -0.6 0.7
H 0.820 1.208 1.204 0.9 -0.6 -1.9
H 1.183 1.574 -0.618 -0.5 1.3 -1.1
H -1.587 0.008 1.568 -0.6 0.1 -0.4
```
Positions in Å, forces in eV/Å.

Summary:
E_tot, eV: -15116.581
ΔE to the lowest compared entry with this formula, charge and spin, kJ/mol: 504.7
Frontier orbital gap (spin up / spin down), eV: 7.4 / 8.7
Highest occupied orbital energy (spin up / spin down), eV: -8.01 / -8.17
Maximum force, eV Å⁻¹: 3.53
Total charge: 0

Atom charges from the Mulliken analysis, given in e for atoms 1 to 6: C -0.75; C -0.89; C -0.72; C -0.65; N -0.20; P 0.00

No. 3
C4H12NS | the ωB97M-V functional and the def2-TZVPD basis

Structure (XYZ):
```
18
Properties=species:S:1:pos:R:3:forces:R:3
C 0.977 1.106 0.400 -0.1 -0.1 0.0
C 0.906 0.115 -0.774 0.1 0.2 0.2
C 0.190 -1.223 -0.542 -0.1 0.2 0.1
S -1.373 -1.132 0.392 0.2 0.0 -0.2
C -2.398 -0.239 -0.806 0.3 0.3 0.2
N 1.122 0.414 1.730 0.0 -0.6 -0.4
H 0.075 1.707 0.491 -0.1 -0.1 0.0
H 1.828 1.778 0.321 0.0 0.0 -0.2
H 0.401 0.648 -1.579 0.1 0.0 -0.1
H 1.925 -0.076 -1.114 0.0 -0.1 -0.1
H -0.025 -1.671 -1.510 0.0 0.0 0.0
H 0.825 -1.942 -0.019 0.0 0.0 0.1
H -3.400 -0.218 -0.392 -0.1 -0.1 -0.1
H -2.081 0.794 -0.942 0.1 0.0 0.0
H -2.370 -0.753 -1.763 -0.2 -0.1 0.0
H 1.951 -0.177 1.775 0.2 0.1 0.0
H 0.307 -0.203 1.837 -0.4 0.0 0.1
H 1.140 1.072 2.496 0.1 0.3 0.4
```
Positions in Å, forces in eV/Å.

Summary:
E_tot, eV: -16661.603
Structure (SMILES): CSCCC[NH3+]
ΔE to the lowest compared entry with this formula, charge and spin, kJ/mol: 5.4
Frontier orbital gap, eV: 9.3
Highest occupied orbital energy, eV: -12.83
Maximum force, eV Å⁻¹: 0.72
Total charge: +1

Atom charges from the Mulliken analysis, given in e for atoms 1 to 6: C -0.61; C -0.45; C -0.85; S -0.08; C -0.82; N -0.22

No. 4
C4H12NS | the ωB97M-V functional and the def2-TZVPD basis

Structure (XYZ):
```
18
Properties=species:S:1:pos:R:3:forces:R:3
C 2.370 1.198 1.979 0.0 -0.7 -0.2
C 0.975 1.572 1.607 0.7 1.4 0.3
C 0.384 2.722 1.916 -0.4 -0.3 -0.6
C -0.006 -0.808 -0.456 2.7 -4.6 -0.6
S 1.114 -1.810 0.415 -1.5 0.3 0.1
N -3.915 -2.139 -3.516 0.2 1.3 0.3
H 2.358 0.219 2.483 0.2 0.2 0.0
H 2.860 1.910 2.641 -0.2 0.1 0.0
H 2.975 1.082 1.076 0.1 0.0 0.1
H 0.568 0.859 0.884 -0.9 -0.1 -0.1
H -0.631 2.975 1.633 0.0 -0.2 -0.2
H 0.909 3.538 2.396 0.2 -0.3 0.4
H -0.993 -1.270 -0.346 -0.8 2.1 1.0
H 0.403 -0.759 -1.464 -0.6 1.0 -0.1
H 1.659 -2.505 -0.630 0.5 1.2 -0.1
H -3.828 -2.341 -4.492 -0.2 -0.7 -0.2
H -3.131 -1.557 -3.259 -0.1 -0.1 0.2
H -4.071 -2.887 -2.867 0.1 -0.4 -0.3
```
Positions in Å, forces in eV/Å.

Summary:
E_tot, eV: -16655.731
ΔE to the lowest compared entry with this formula, charge and spin, kJ/mol: 572.0
Frontier orbital gap, eV: 3.6
Highest occupied orbital energy, eV: -12.27
Maximum force, eV Å⁻¹: 5.37
Total charge: +1

Atom charges from the Mulliken analysis, given in e for atoms 1 to 6: C -1.00; C 0.87; C -0.77; C -0.32; S 0.15; N -0.60